# C5H13N2

The ion C5H13N2 with charge +1 (ωB97M-V/def2-TZVPD, OMol25).

Bonds (Å) are listed after each position.
Geometry (Å):
1 N 0.156 -0.484 3.387  C2 1.360, H8 1.006, H9 1.006
2 C 0.495 -0.502 2.069  N1 1.360, C3 1.335, H10 1.082
3 C -0.259 -0.963 1.068  C2 1.335, C4 1.499, H11 1.094
4 C 0.202 -1.059 -0.354  C3 1.499, C5 1.560, H12 1.104, H13 1.091
5 C -0.697 -0.281 -1.364  C4 1.560, C6 1.521, H14 1.095, H15 1.075
6 C 0.072 0.553 -2.377  C5 1.521, N7 1.497, H16 1.075, H17 1.095
7 N 0.038 2.008 -2.027  C6 1.497, H18 1.024, H19 1.019, H20 1.024
8 H -0.676 -0.983 3.651  N1 1.006
9 H 0.709 0.098 3.993  N1 1.006
10 H 1.491 -0.185 1.794  C2 1.082
11 H -1.243 -1.410 1.245  C3 1.094
12 H 1.270 -0.818 -0.490  C4 1.104
13 H 0.225 -2.107 -0.657  C4 1.091
14 H -1.387 0.331 -0.775  C5 1.095
15 H -1.311 -0.981 -1.904  C5 1.075
16 H -0.286 0.409 -3.381  C6 1.075
17 H 1.120 0.245 -2.442  C6 1.095
18 H 0.317 2.601 -2.813  N7 1.024
19 H -0.905 2.296 -1.768  N7 1.019
20 H 0.665 2.166 -1.233  N7 1.024

The total energy is -8368.78208 eV. As for the largest force on an atom: 0.98 eV/A. As for the SMILES: N/C=C/CCC[NH3+]. Its energy above the lowest of the compared OMol25 structures with the same formula, charge and spin is 195.7 kJ/mol. Its charge is +1. The value obtained for the gap between HOMO and LUMO is 7.213 eV. As for the multiplicity: 1.

---

# C5H13N2

The ion C5H13N2 with charge +1 in a non-equilibrium geometry (ωB97M-V/def2-TZVPD, OMol25).

Bonds (Å) are listed after each position.
Geometry (Å):
1 C -1.142 -1.755 0.517  C2 1.545, H8 1.081, H9 1.137, H10 1.170
2 C 0.165 -1.850 -0.301  C1 1.545, C3 1.648, H11 1.158, H12 1.099
3 C 0.151 -0.634 -1.414  C2 1.648, C4 1.502, H13 1.123, H14 1.103
4 C 0.386 0.797 -1.028  C3 1.502, N5 1.458, H15 1.123, H16 1.138
5 N 0.947 0.706 0.315  C4 1.458, C6 1.388, H17 1.062
6 C 0.445 1.524 1.318  N5 1.388, N7 1.299, H18 1.199
7 N -0.094 2.664 1.003  C6 1.299, H19 1.027, H20 1.062
8 H -2.000 -1.582 -0.118  C1 1.081
9 H -0.995 -0.925 1.280  C1 1.137
10 H -1.178 -2.796 1.051  C1 1.170
11 H 0.355 -2.609 -1.154  C2 1.158
12 H 1.046 -1.856 0.356  C2 1.099
13 H -0.886 -0.815 -1.806  C3 1.123
14 H 0.857 -0.867 -2.230  C3 1.103
15 H 1.216 1.229 -1.649  C4 1.123
16 H -0.456 1.487 -1.357  C4 1.138
17 H 1.710 0.065 0.681  N5 1.062
18 H 0.515 1.229 2.477  C6 1.199
19 H -0.775 2.669 0.234  N7 1.027
20 H -0.268 3.317 1.822  N7 1.062

The total energy is -8367.44034 eV. As for the largest force on an atom: 6.23 eV/A. As for the SMILES: CCCC/[NH+]=C\N. Its energy above the lowest of the compared OMol25 structures with the same formula, charge and spin is 325.2 kJ/mol. Its charge is +1. The value obtained for the gap between HOMO and LUMO is 10.195 eV. As for the multiplicity: 1.